The following is a quantum chemistry calculation of a cluster of 2 separate species, C3H11NO in total, from the OMol25 dataset.

Calculated values
Kohn-Sham gap = 10.5 eV
Lowest unoccupied orbital energy = 0.84 eV
HOMO energy = -0.357 hartree
SMILES = CCCN.O

Geometry as XYZ:
```
16
Properties=species:S:1:pos:R:3:forces:R:3
O 3.345848 -2.962316 -1.347573 0.1 0.1 0.5
N 0.200131 0.972354 2.091694 0.2 0.5 -0.6
C -0.931569 0.747464 1.155629 0.1 1.7 -1.0
C -1.515019 0.053949 -1.203341 0.2 -0.8 0.5
C -0.504624 0.802918 -0.325885 -0.5 -0.1 -0.7
H 0.493814 0.378027 -0.476655 -0.1 0.0 0.1
H 0.953997 1.282434 1.482926 0.5 -0.7 -0.1
H -1.584231 -0.962757 -0.791528 -0.4 0.1 -0.1
H -1.223707 -0.098847 -2.237549 0.3 0.4 -0.2
H 3.764233 -2.322407 -0.755850 0.0 0.1 -0.3
H 0.067973 1.889198 2.519342 -0.5 -0.4 0.6
H -0.524854 1.830656 -0.709796 0.5 0.0 0.4
H -1.550146 -0.142239 1.267586 0.4 -0.2 0.8
H 3.067321 -3.636975 -0.718945 -0.1 -0.2 -0.2
H -1.562656 1.636115 1.252429 -0.6 -0.4 0.2
H -2.496510 0.532427 -1.202481 0.0 -0.1 0.1
```
Forces are in eV/Å.

Mulliken population analysis, charges in e, atoms 1 to 5: O -0.640; N -0.707; C -0.288; C -1.295; C -0.381

The following is a quantum chemistry calculation of a structure of composition C53H45NO6P3PtS2, from the OMol25 dataset.

Calculated values
Kohn-Sham gap (alpha / beta) = 4.4 / 4.4 eV
Lowest unoccupied orbital energy (alpha / beta) = -5.40 / -5.40 eV
HOMO energy (alpha / beta) = -0.362 / -0.362 hartree
Charge = +1

Geometry as XYZ:
```
111
Properties=species:S:1:pos:R:3:forces:R:3
Pt 1.243015 -1.406452 -0.464722 -1.2 -0.9 -0.2
S -1.851711 2.060900 -2.842346 -0.1 0.4 0.0
S 1.885083 -4.069302 -1.957845 0.2 -0.4 -0.1
P -2.005950 3.550465 0.959489 -0.6 -0.3 0.1
P 0.100742 0.790875 1.473044 0.3 -0.4 0.0
P 0.764015 -1.298185 -2.604452 0.4 -0.2 -0.9
O 0.804547 -3.825506 -0.987428 0.2 0.1 0.6
O 3.458218 -1.988869 0.517416 0.3 0.1 -0.3
O 2.630218 -5.284868 -1.802557 -0.3 -0.1 0.0
O 1.209775 -1.702231 6.404896 0.0 0.0 -0.1
O 2.693931 -2.853343 -2.103192 0.7 0.3 0.4
O 1.062826 -1.263034 1.672670 0.1 -0.4 0.0
N 0.389297 0.330388 -0.108085 -0.4 1.3 0.6
C -4.187830 0.077399 -0.242528 -0.4 -0.1 0.2
C 2.819157 0.810505 1.893254 0.0 0.3 -0.1
C 3.554383 -2.797636 1.432935 -0.1 -0.1 -0.1
C -2.906216 -1.900766 2.059177 0.0 0.0 0.0
C -1.821987 -1.215213 1.538308 0.1 0.0 0.1
C 0.634443 -2.694383 -3.814059 -0.2 -0.1 0.1
C -0.218803 1.146284 -1.020148 0.1 0.2 0.2
C 4.376032 -4.035979 1.201959 0.0 0.0 0.1
C 0.438107 -4.778238 -5.667188 0.0 -0.1 0.1
C 0.072773 5.503043 -2.005981 0.0 0.0 0.1
C -3.419144 1.516018 -2.063668 0.1 -0.2 -0.1
C 0.044638 -0.907529 6.494516 0.0 0.0 0.0
C -0.887150 -0.528308 -2.696069 0.1 -0.1 0.0
C 1.063175 -3.988585 -3.507229 0.0 0.1 -0.1
C 3.486951 1.881487 -4.491586 0.0 0.0 0.0
C 3.379813 -3.049932 3.893965 0.0 0.0 0.0
C -3.514857 -1.466149 3.230908 0.0 0.0 0.0
C -5.309532 0.240865 0.540045 0.4 -0.1 -0.2
C 1.402678 0.693371 -4.472450 0.0 0.0 0.0
C -5.469213 1.460735 1.167421 -0.1 0.4 0.2
C -3.373698 -0.733495 -3.269855 0.3 -0.1 0.0
C 1.706770 -1.954547 5.164355 -0.1 0.0 0.2
C -4.469739 2.466899 1.155540 -0.2 -0.3 -0.1
C -2.278485 5.881111 -2.319722 0.1 0.0 0.0
C -3.328201 2.311247 0.426570 0.3 0.2 0.0
C 2.651900 1.882313 4.459465 0.1 0.0 0.0
C 1.699004 -1.739944 2.744398 -0.3 -0.3 0.1
C -2.551238 5.076478 -1.228915 0.0 -0.1 -0.1
C 0.031692 -3.500146 -6.006234 0.0 0.1 0.0
C -3.042886 -0.334094 3.873462 0.1 0.0 0.0
C 3.929757 1.121862 -3.419798 0.0 0.0 0.0
C -0.961204 6.088490 -2.715991 -0.1 0.0 0.0
C 3.889591 1.610053 3.896117 0.0 0.0 0.0
C 2.847345 -2.757074 5.123890 0.0 0.0 -0.1
C 2.219833 1.666767 -5.021396 0.1 0.0 0.0
C -1.516253 4.439295 -0.542537 0.1 0.0 0.0
C 3.968992 1.077491 2.617206 0.0 0.0 0.0
C -0.843516 0.819349 -2.172816 0.0 -0.3 -0.1
C -1.959684 0.363014 3.348701 0.0 0.0 0.0
C -3.230545 1.150557 -0.490023 0.0 0.1 0.0
C 0.118510 -2.463052 -5.081749 0.0 0.0 0.0
C -1.977127 -1.178834 -3.141266 -0.4 0.1 -0.1
C 1.843067 -0.071438 -3.391413 -0.1 0.1 -0.2
C 1.496465 1.629186 3.737209 0.0 0.0 -0.1
C 1.574898 1.089275 2.454054 0.0 0.6 0.2
C 0.964331 -5.029507 -4.403622 0.0 0.1 -0.1
C 2.850035 -2.550519 2.695442 0.1 -0.1 0.0
C -0.201465 4.689123 -0.912920 0.0 -0.1 -0.1
C 3.111337 0.146285 -2.865968 0.1 -0.1 0.0
C 1.136961 -1.465266 4.003369 0.1 -0.2 -0.1
C -0.576324 2.527081 1.569862 0.3 0.1 -0.3
C -1.332606 -0.075610 2.183396 -0.1 -0.1 0.0
C -4.009329 0.364765 -2.845769 0.1 0.1 0.1
H -3.503780 0.005089 4.791378 0.0 0.0 0.0
H -1.605461 1.232381 3.886186 0.0 0.0 0.0
H 3.467938 -0.465444 -2.044605 0.0 0.0 0.0
H 3.279519 -3.124042 6.042436 0.0 0.0 0.0
H 1.099776 5.675640 -2.298063 0.0 0.0 0.0
H -6.027638 -0.554850 0.668796 0.0 0.0 0.0
H 5.322218 -3.755322 0.742046 0.0 0.0 0.0
H -4.087509 2.374900 -2.129336 -0.1 0.0 0.1
H -0.222295 -1.477963 -5.368723 0.0 0.0 0.0
H 0.283079 3.199686 1.463469 0.0 0.0 0.0
H -4.014945 -0.859216 -0.751437 0.0 0.0 0.0
H -0.744424 6.723791 -3.563775 0.0 0.0 0.0
H 2.891663 0.356990 0.912618 0.0 0.1 0.1
H -0.301404 2.187499 -0.756782 0.0 0.2 0.1
H -0.188469 -0.827287 7.552997 0.0 0.0 0.0
H 3.836198 -4.641980 0.467899 0.0 0.0 0.0
H 4.268830 -3.663638 3.852617 0.0 0.0 0.0
H -5.052068 0.476744 -3.121738 0.0 0.0 0.0
H -2.216472 0.721185 -0.472332 0.0 0.0 -0.1
H -6.361954 1.635958 1.757244 0.0 0.0 0.0
H 4.932605 0.849608 2.182105 0.0 0.0 0.0
H 4.793199 1.807937 4.456121 0.0 0.0 0.0
H -0.350779 -3.298705 -6.997330 0.0 0.0 0.0
H -0.794741 -1.373760 5.970537 0.0 0.0 0.0
H 2.584276 2.284478 5.461207 0.0 0.0 0.0
H -3.581006 4.938525 -0.915153 0.0 0.0 0.0
H 0.239282 -0.874663 4.040703 -0.1 0.0 0.0
H 0.628690 4.241571 -0.380712 0.0 0.0 0.0
H -3.255680 -2.796508 1.562631 0.0 0.0 0.0
H 1.869522 2.258181 -5.856519 0.0 0.0 0.0
H 4.919336 1.282109 -3.013579 0.0 0.0 0.0
H 4.129311 2.638947 -4.920285 0.0 0.0 0.0
H 0.540590 1.837925 4.201009 0.0 0.0 0.0
H -4.591192 3.330115 1.795695 0.0 0.0 0.0
H 4.544656 -4.641400 2.087242 0.0 0.0 0.0
H -4.347440 -2.017709 3.646855 0.0 0.0 0.0
H 0.408099 0.551943 -4.877135 0.0 0.0 0.0
H -1.321153 -1.587185 0.651868 0.0 0.0 0.0
H -3.991118 -1.435097 -3.820393 0.0 0.0 0.0
H 0.216513 0.093210 6.084497 0.0 0.0 0.0
H -1.826951 -2.184661 -3.513237 0.0 0.0 0.0
H -3.089234 6.351543 -2.859228 0.0 0.0 0.0
H 1.324770 -6.008343 -4.119310 0.0 0.0 0.0
H 0.366237 -5.577723 -6.391768 0.0 0.0 0.0
H -0.780207 2.554623 2.641767 0.2 0.0 0.1
```
Forces are in eV/Å.

Mulliken population analysis, charges in e, atoms 1 to 5: Pt 2.876; S -0.149; S 1.233; P -0.553; P 0.946

The following is a quantum chemistry calculation of an isolated molecule of C5H10O2, from the OMol25 dataset.

Calculated values
Kohn-Sham gap = 10.7 eV
Lowest unoccupied orbital energy = 0.98 eV
HOMO energy = -0.356 hartree
SMILES = C[C@H]1OCC[C@H]1O

Geometry as XYZ:
```
17
Properties=species:S:1:pos:R:3:forces:R:3
O -0.298582 -1.729018 -0.596355 -0.1 0.1 -0.2
O 0.038831 1.169065 -0.596450 0.1 0.1 0.0
C 0.781003 0.278636 0.243500 0.1 0.0 0.0
C -1.341105 1.118364 -0.244162 -0.3 0.0 0.0
C 2.052333 -0.109418 -0.494191 0.1 0.0 0.0
C -1.500208 -0.056617 0.736143 0.0 0.0 0.0
C -0.213741 -0.853411 0.510045 0.1 0.1 0.3
H 0.053900 -1.468009 1.375592 0.0 0.1 -0.1
H -0.207543 -1.184998 -1.390628 -0.1 -0.1 0.0
H -1.543466 0.301245 1.771433 0.0 -0.1 -0.2
H -2.385114 -0.667147 0.545619 0.1 0.1 0.0
H 1.889709 -0.017582 -1.571241 0.0 -0.1 0.1
H -1.916282 0.966396 -1.165188 0.1 0.0 0.1
H -1.651641 2.073615 0.195175 0.0 -0.1 0.0
H 1.023475 0.776678 1.195451 -0.1 -0.1 -0.1
H 2.886625 0.544836 -0.234341 -0.1 0.0 0.0
H 2.331814 -1.142634 -0.280400 0.0 0.1 0.1
```
Forces are in eV/Å.

Mulliken population analysis, charges in e, atoms 1 to 5: O -0.570; O -0.433; C 0.174; C -0.510; C -1.386